Density functional theory data (ωB97M-V/def2-TZVPD) for a 9-piece molecular cluster, C49H88N16O3 overall.

Results
- energy above the lowest of the compared OMol25 structures with the same formula, charge and spin (kcal per mole) = 89.6
- E_HOMO (eV) = -11.1
- E_LUMO (Ha) = -0.3314
- energy (Eh) = -3019.38345
- total charge = +6

```
156
Properties=species:S:1:pos:R:3:forces:R:3:lowdin_charge:R:1
C 0.3019 0.0815 0.0464 -0.12 -1.26 1.27 -1.246
O 0.2563 -1.1101 -0.2793 -0.14 -5.19 -0.28 -0.180
O 0.2364 0.8547 -0.8927 -0.21 5.32 -3.97 -0.170
O 0.3844 0.4275 1.2453 0.29 1.32 2.94 -0.203
C -4.8718 -0.4546 3.7870 0.33 -0.44 -0.26 -0.060
C -5.8165 -1.6754 3.8617 -0.06 1.26 0.44 -0.153
N -5.6957 -2.7110 2.8506 0.69 -2.53 -2.50 -0.049
C -6.6367 -3.6778 2.5065 0.28 -1.15 -0.91 0.022
C -6.1023 -4.5422 1.5162 0.32 1.65 2.23 0.038
N -4.7847 -4.1273 1.3287 -1.35 3.39 2.49 -0.100
C -4.6226 -2.9952 2.0929 0.24 -0.21 0.32 0.011
C -3.7364 -4.7364 0.5724 0.52 -0.98 -0.39 0.003
H -4.8945 -0.0477 4.7980 -0.19 0.46 -0.26 0.087
H -5.0885 0.2837 3.0150 -0.54 -0.01 0.23 0.082
H -3.8157 -0.6605 3.6130 0.05 -0.57 0.11 0.073
H -6.8482 -1.3304 3.7931 0.03 0.02 0.15 0.134
H -5.6661 -2.0728 4.8654 -0.14 -0.59 -0.24 0.134
H -7.5514 -3.7312 3.0781 -0.13 -0.08 -0.41 0.138
H -6.4556 -5.4477 1.0454 -0.24 0.20 0.16 0.138
H -3.7671 -2.3442 2.1970 0.42 -0.49 -0.54 0.162
H -2.7630 -4.6475 1.0547 -0.18 0.48 0.07 0.111
H -3.6905 -4.3174 -0.4328 0.00 -0.35 0.02 0.108
H -3.9558 -5.8026 0.6299 0.07 -0.03 -0.71 0.108
C -5.3202 -3.2619 -9.0390 0.84 -0.70 -0.08 -0.042
C -3.7772 -3.2884 -9.4469 -0.46 2.03 0.68 -0.063
N -2.8371 -2.5676 -8.4536 -0.21 -0.24 0.62 -0.042
C -2.7202 -2.8157 -7.1077 0.22 -0.36 0.40 -0.010
C -1.8000 -1.9357 -6.5775 -0.94 -0.86 0.67 -0.012
N -1.3596 -1.1752 -7.5868 -1.98 -0.51 -4.04 -0.111
C -2.0174 -1.5541 -8.7343 -0.48 -0.72 0.64 0.006
C -0.4266 -0.1158 -7.6600 1.32 1.24 0.90 -0.005
H -5.6246 -4.2921 -8.8541 -0.08 0.10 0.11 0.076
H -5.9803 -2.8838 -9.8197 0.51 -0.08 -0.40 0.080
H -5.6139 -2.6662 -8.1747 0.67 0.01 0.22 0.067
H -3.6396 -2.6341 -10.3077 -0.09 -0.50 -0.33 0.111
H -3.3586 -4.2759 -9.6412 -0.21 0.13 0.15 0.130
H -3.2434 -3.6529 -6.6699 0.00 0.28 0.17 0.139
H -1.5076 -1.7101 -5.5626 0.09 -0.40 -0.02 0.142
H -2.0371 -1.1596 -9.7395 0.72 0.47 0.24 0.171
H 0.5647 -0.4962 -7.9067 -0.02 0.07 0.02 0.114
H -0.3924 0.3561 -6.6781 0.20 0.13 -0.09 0.104
H -0.7236 0.6293 -8.3981 -0.05 -0.18 0.05 0.109
C -7.2777 0.7810 -2.5025 1.71 0.33 0.29 -0.035
C -5.7961 0.6393 -3.0811 -2.64 -1.68 1.02 -0.177
N -5.6665 1.5330 -4.1544 2.25 4.04 -4.39 -0.087
C -6.4428 1.6052 -5.3388 0.92 1.09 -0.35 0.022
C -5.8932 2.5625 -6.2165 0.93 -1.01 2.15 0.030
N -4.7302 3.0622 -5.5873 -0.92 -2.03 1.76 -0.100
C -4.6153 2.4052 -4.3761 -0.76 0.08 -0.99 0.012
C -3.8159 4.1275 -6.0636 -0.34 -0.02 0.21 0.014
H -7.4086 0.2094 -1.5836 0.12 -0.16 -0.17 0.075
H -8.0004 0.4367 -3.2422 0.03 0.22 0.12 0.073
H -7.4030 1.8302 -2.2351 -0.41 -0.01 -0.17 0.079
H -5.8107 -0.3476 -3.5437 0.68 -0.31 0.38 0.121
H -4.9817 0.7642 -2.3676 -0.21 -0.01 -0.07 0.133
H -7.2950 0.9480 -5.4291 0.00 0.30 -0.24 0.129
H -6.0691 2.9061 -7.2251 -0.63 -0.26 0.17 0.134
H -3.7351 2.5276 -3.7624 -0.24 -0.08 0.29 0.145
H -3.7772 4.1292 -7.1529 -0.22 0.00 0.14 0.102
H -2.7972 4.0047 -5.6958 -0.16 -0.46 0.12 0.093
H -4.1680 5.0838 -5.6769 -0.12 0.00 -0.28 0.101
C 4.4076 1.7103 7.8892 -2.18 -0.76 -0.16 -0.047
C 3.1077 2.5285 8.2278 1.27 -0.40 0.29 -0.146
N 2.7204 3.4608 7.1668 3.22 1.50 0.57 -0.063
C 1.7836 3.2841 6.2298 -0.91 1.61 -1.06 0.004
C 1.8362 4.4163 5.4308 0.72 -1.40 -0.68 0.013
N 2.9825 5.1207 5.7577 -1.54 -1.62 2.10 -0.110
C 3.5074 4.5579 6.8579 -1.88 -1.12 -0.03 0.041
C 3.3613 6.3362 5.1198 0.50 0.61 -0.27 0.015
H 4.1940 1.1908 6.9551 0.35 -0.02 -0.21 0.072
H 4.3722 0.9303 8.6497 0.63 0.00 0.08 0.080
H 5.3846 2.1908 7.8371 -0.41 0.38 0.26 0.083
H 3.3181 3.0078 9.1839 -0.37 0.69 -0.25 0.131
H 2.2204 1.9209 8.4059 0.33 -0.37 -0.14 0.128
H 1.1459 2.4146 6.1689 -0.05 0.22 0.16 0.149
H 1.2964 4.6530 4.5258 -0.05 -0.04 0.20 0.137
H 4.2936 4.9286 7.4989 0.04 0.02 -0.25 0.177
H 3.7498 7.0244 5.8705 0.08 0.07 -0.28 0.117
H 2.4633 6.7519 4.6628 0.33 0.11 -0.09 0.109
H 4.1172 6.0566 4.3859 -0.02 0.59 -0.14 0.109
C 6.7808 -7.4588 -6.9625 -0.82 0.33 -0.09 -0.049
C 7.0934 -6.3635 -5.9169 0.67 -0.85 0.34 -0.128
N 5.9719 -6.1282 -4.9399 -0.06 0.53 2.68 -0.041
C 4.9042 -5.3232 -5.1608 -2.41 -0.74 1.89 0.003
C 4.0936 -5.3633 -3.9765 1.12 1.20 -1.60 0.013
N 4.7910 -6.0011 -2.9665 1.05 -0.09 -4.47 -0.092
C 5.9209 -6.4492 -3.5984 -0.09 -1.14 -0.07 0.020
C 4.3831 -6.1294 -1.5915 1.22 -0.28 1.31 0.010
H 7.5490 -7.6923 -7.6997 0.49 0.51 0.43 0.093
H 5.9625 -7.0639 -7.5647 -0.19 -0.11 -0.09 0.073
H 6.4517 -8.4320 -6.5982 0.06 0.21 0.55 0.084
H 7.3465 -5.4315 -6.4223 -0.51 0.14 0.10 0.129
H 7.9599 -6.5370 -5.2787 0.01 -0.46 -0.15 0.125
H 4.7649 -4.9060 -6.1472 -0.35 0.11 0.26 0.137
H 3.1446 -4.9016 -3.7472 0.14 0.12 -0.24 0.131
H 6.5388 -7.2000 -3.1284 0.40 0.31 -0.08 0.165
H 4.6070 -5.2005 -1.0670 -0.54 0.21 -0.19 0.111
H 5.0773 -6.8206 -1.1135 -0.17 -0.32 -0.11 0.104
H 3.3675 -6.4850 -1.4174 0.08 0.22 -0.52 0.113
C 3.2370 -8.0360 11.4146 0.29 1.15 -1.89 -0.024
C 2.3523 -6.8476 10.8688 -0.84 -0.20 2.59 -0.152
N 2.4247 -6.4614 9.4834 0.95 0.99 -2.22 -0.069
C 2.7935 -7.3052 8.4831 -0.87 0.03 -1.64 0.017
C 2.6792 -6.6223 7.2630 0.57 -1.31 1.95 -0.007
N 2.3371 -5.3355 7.5443 -0.47 -0.33 1.95 -0.076
C 2.1669 -5.2533 8.9481 0.46 -0.30 -2.02 0.045
C 2.1140 -4.3521 6.4448 -0.39 0.55 0.97 0.020
H 3.0574 -8.3242 12.4504 -0.29 0.44 -0.19 0.097
H 4.2347 -7.6143 11.2923 0.33 -0.39 0.49 0.085
H 3.2351 -8.9281 10.7883 -0.40 -0.03 0.12 0.067
H 2.6427 -5.9750 11.4540 0.02 0.07 -0.04 0.129
H 1.2843 -6.9525 11.0597 0.00 -0.44 0.19 0.135
H 2.8981 -8.3513 8.7301 0.35 0.12 -0.42 0.136
H 2.8374 -7.0089 6.2671 -0.03 0.22 0.10 0.140
H 1.9350 -4.3661 9.5187 -0.05 -0.06 -0.22 0.161
H 1.4329 -3.5802 6.8029 0.09 -0.04 0.10 0.094
H 1.6133 -4.8153 5.5946 0.26 -0.30 0.22 0.102
H 3.0388 -3.8638 6.1378 0.04 -0.32 0.10 0.100
C 7.0927 4.7766 -3.7344 -0.25 -0.65 0.66 -0.047
C 5.7856 4.9561 -2.9343 0.18 0.22 -1.28 -0.176
N 5.9341 4.5535 -1.5537 -0.01 -1.51 2.29 -0.060
C 6.7471 5.1890 -0.6092 0.04 -1.72 0.68 0.028
C 6.7431 4.3994 0.5501 -1.38 0.87 -1.66 0.013
N 5.8426 3.3768 0.3035 0.46 -1.54 -0.27 -0.084
C 5.4187 3.4119 -0.9861 0.89 2.14 0.96 0.033
C 5.5493 2.2175 1.2425 -1.28 0.18 -0.83 0.037
H 7.9582 5.2849 -3.3093 -0.30 0.68 -0.24 0.080
H 6.9049 5.0051 -4.7835 0.30 0.17 0.16 0.091
H 7.4146 3.7392 -3.6437 -0.29 -0.27 -0.30 0.081
H 4.9943 4.3567 -3.3846 0.09 -0.24 0.15 0.126
H 5.3963 5.9722 -2.9980 0.28 0.14 0.32 0.131
H 7.3654 6.0249 -0.9013 -0.21 0.06 0.22 0.141
H 7.1275 4.5116 1.5531 0.32 0.18 -0.34 0.135
H 4.6925 2.7356 -1.4122 0.14 0.04 -0.12 0.171
H 4.7065 2.4581 1.8905 0.31 0.50 0.21 0.093
H 6.3738 1.7948 1.8166 0.31 0.68 -0.39 0.102
H 5.1048 1.4169 0.6514 0.35 0.00 -0.28 0.098
C -6.2051 9.0710 1.7733 -0.58 0.28 0.05 -0.047
C -6.0060 8.4476 0.3463 -1.53 1.00 1.90 -0.155
N -4.7936 7.6935 0.2255 3.89 0.20 -0.74 -0.066
C -4.5798 6.3884 0.6177 0.60 0.50 0.04 0.017
C -3.2618 6.0632 0.3087 -2.15 -0.22 -0.37 -0.008
N -2.7815 7.0912 -0.4491 0.58 1.79 2.17 -0.104
C -3.5856 8.1823 -0.2676 -2.28 -2.37 -1.26 0.057
C -1.3984 7.0764 -0.9752 -0.71 0.32 -0.01 0.033
H -5.3366 9.5117 2.2629 0.37 -0.29 -0.41 0.080
H -6.7009 8.4291 2.5015 0.37 -0.58 -0.20 0.076
H -6.9159 9.8970 1.7475 -0.01 0.10 -0.57 0.084
H -6.0946 9.2429 -0.3939 0.48 -0.25 -0.14 0.133
H -6.8308 7.7551 0.1781 0.05 0.04 -0.16 0.131
H -5.4130 5.8935 1.0944 0.42 -0.33 0.10 0.141
H -2.6427 5.2098 0.5431 -0.32 -0.13 -0.22 0.139
H -3.4986 9.1456 -0.7481 0.19 -0.04 0.09 0.169
H -0.8557 7.9160 -0.5409 0.13 -0.18 -0.20 0.108
H -1.4899 7.1608 -2.0581 0.38 0.04 0.09 0.104
H -0.9642 6.1163 -0.6965 0.08 0.21 -0.10 0.100
```
Positions in Å, forces in eV/Å.